# 1
{
  "formula": "C13H16FNO2",
  "method": "the ωB97M-V functional and the def2-TZVPD basis",
  "e_lumo_ev": 0.49,
  "spin_multiplicity": 1,
  "smiles": "CC1(C)CC(=O)C(F)C(=O)C1.c1ccncc1",
  "orbital_gap_ev": 10.0,
  "species": ["C", "C", "C", "C", "C", "N", "O", "C", "H", "H", "H", "H", "H", "C", "H", "H", "O", "C", "C", "C", "H", "H", "H", "H", "H", "C", "H", "F", "H", "H", "C", "C", "H"],
  "positions_angstrom": [[0.427619, -5.580364, 0.242009], [0.751435, 1.714336, 1.363122], [0.099410, -6.039288, -1.031139], [-0.260589, 2.055990, -0.955103], [-1.640938, 2.297812, -0.372364], [-0.585246, -3.503853, -0.306421], [-2.559629, 2.649276, -1.081547], [0.051321, -4.261279, 0.582999], [0.222660, 4.613078, -0.373978], [-0.690222, 3.841915, 0.908027], [-0.809292, -5.517347, -2.952575], [1.633700, 2.051638, 1.934873], [2.515128, 1.554546, -0.872530], [0.317099, 3.940927, 0.480121], [2.925744, 2.956607, 0.164171], [-0.173406, 0.989346, -1.268747], [-0.621851, 2.079626, 3.274613], [-0.890456, -3.913410, -1.530438], [-0.560419, 1.969948, 2.070241], [-1.799795, 2.049755, 1.149404], [0.954015, -6.166773, 0.985497], [0.288212, -3.842594, 1.580421], [0.951224, 4.357695, 1.263455], [0.362129, -7.047618, -1.312840], [-0.059171, 2.638789, -1.875592], [2.202772, 2.564674, -0.565630], [2.201911, 3.216992, -1.451619], [-2.451181, 0.862553, 1.261299], [-1.404665, -3.212523, -2.222456], [-2.519110, 2.734171, 1.557060], [0.796349, 2.547293, 0.059453], [-0.551874, -5.217511, -1.945862], [0.877114, 0.615595, 1.242076]],
  "forces_ev_per_a": [[-0.39, 1.19, 0.27], [0.82, -0.11, -0.41], [0.09, -0.08, 0.01], [0.76, -0.11, -0.28], [0.31, 0.20, -1.42], [-0.25, 1.39, 0.53], [0.28, -0.30, 1.21], [0.16, -1.14, -0.86], [0.19, 0.10, 0.07], [0.37, 0.61, -0.06], [0.09, -0.27, 0.06], [-0.67, -0.20, 0.39], [-0.09, 0.30, 0.11], [0.09, 0.05, -0.05], [-0.10, -0.10, -0.25], [0.09, 0.50, 0.53], [-0.66, 0.01, -0.93], [0.44, -1.11, -0.10], [1.10, -0.15, 0.53], [-0.68, 0.30, 0.18], [-0.05, -0.22, -0.24], [-0.28, -0.16, -0.76], [0.06, 0.17, -0.13], [0.05, -0.12, -0.06], [-0.79, -0.20, 0.31], [-0.39, 0.03, 0.20], [0.09, -0.18, 0.23], [-0.33, -1.78, -0.02], [0.39, -0.46, 0.70], [-0.05, 1.03, 0.17], [-0.27, -0.76, -0.07], [-0.24, 1.01, 0.45], [-0.16, 0.55, -0.30]],
  "nbo_charge": [-0.251, -0.531, -0.184, -0.529, 0.577, -0.437, -0.496, 0.037, 0.226, 0.200, 0.219, 0.235, 0.218, -0.613, 0.213, 0.248, -0.495, 0.038, 0.577, -0.008, 0.219, 0.198, 0.226, 0.217, 0.235, -0.603, 0.214, -0.328, 0.197, 0.205, -0.022, -0.251, 0.248]
}

***

# 2
{
  "formula": "C13H16IN5O",
  "method": "the ωB97M-V functional and the def2-TZVPD basis",
  "e_lumo_ev": -1.00,
  "spin_multiplicity": 1,
  "smiles": "CC[C@H](I)c1nnc(-c2ccccc2)nn1.CC(N)=O",
  "orbital_gap_ev": 8.2,
  "species": ["C", "H", "C", "C", "N", "N", "I", "C", "H", "C", "C", "H", "H", "H", "H", "H", "C", "H", "H", "C", "C", "H", "C", "C", "O", "N", "H", "H", "H", "N", "C", "H", "C", "N", "H", "H"],
  "positions_angstrom": [[0.911407, 0.455663, 0.453917], [0.662172, 5.128721, -2.525190], [-0.164708, 4.473819, -2.772647], [3.677668, -2.222293, 2.306244], [1.388458, 1.320733, -0.439395], [0.528341, 2.109110, -1.042592], [-3.638322, 2.990155, -0.495659], [-1.161388, 4.334670, -1.604251], [2.024098, -2.876325, 3.484929], [2.344361, -2.207114, 2.704636], [4.101841, -1.364026, 1.297617], [0.228547, 3.515663, -3.074941], [-3.829852, -3.664289, 1.193548], [-0.749653, 4.685879, -0.664787], [-0.920952, -2.312131, 0.168333], [-2.648491, -1.943755, 0.285633], [1.448197, -1.331890, 2.106290], [-1.910672, 2.512508, -2.439266], [4.364175, -2.905511, 2.774495], [-0.755373, 1.993993, -0.714921], [1.873028, -0.459373, 1.096787], [-0.679768, 4.911486, -3.622203], [-1.908370, -2.571325, -0.209982], [-2.147715, -4.044701, 0.020614], [-1.430868, -4.905688, -0.448281], [-1.227639, 1.145962, 0.187492], [5.127402, -1.358039, 0.966799], [3.527624, 0.187128, -0.082850], [-1.938879, -2.373809, -1.280065], [-0.370345, 0.351787, 0.794182], [3.208849, -0.485128, 0.693729], [-3.411128, -5.328482, 0.968612], [-1.700815, 2.915688, -1.456556], [-3.224240, -4.356052, 0.795442], [0.414094, -1.291182, 2.401200], [-2.011085, 4.968149, -1.826913]],
  "forces_ev_per_a": [[0.28, -0.27, 0.18], [0.17, 0.03, 0.09], [-0.37, 0.14, 0.10], [-0.33, 0.28, -0.27], [-0.40, 0.50, -0.43], [0.60, -0.35, 0.31], [0.17, -0.06, -0.12], [0.05, 0.06, -0.51], [-0.17, -0.08, 0.11], [0.15, 0.24, -0.22], [-0.24, 0.17, -0.04], [0.24, -0.16, -0.05], [0.03, 0.05, -0.03], [0.12, -0.06, 0.21], [0.02, -0.02, -0.05], [0.04, 0.05, -0.01], [0.20, 0.15, -0.18], [-0.07, -0.19, -0.16], [0.19, -0.11, 0.06], [-0.38, 0.23, -0.24], [0.27, -0.44, 0.32], [-0.02, 0.03, -0.20], [-0.15, 0.02, 0.11], [0.00, -0.02, 0.00], [0.02, 0.03, -0.02], [0.29, -0.49, 0.39], [0.18, -0.09, 0.02], [0.14, 0.07, -0.14], [0.07, -0.02, -0.02], [-0.52, 0.41, -0.35], [-0.16, -0.19, 0.30], [-0.01, 0.00, 0.00], [-0.13, 0.08, 0.56], [-0.01, -0.07, 0.02], [-0.16, -0.12, 0.15], [-0.13, 0.19, 0.11]],
  "nbo_charge": [0.296, 0.220, -0.610, -0.186, -0.177, -0.183, 0.103, -0.430, 0.218, -0.212, -0.214, 0.220, 0.393, 0.214, 0.242, 0.211, -0.186, 0.239, 0.217, 0.276, -0.049, 0.204, -0.713, 0.671, -0.619, -0.178, 0.217, 0.233, 0.238, -0.188, -0.181, 0.401, -0.318, -0.826, 0.232, 0.222]
}

***

# 3
{
  "formula": "C13H16N",
  "method": "the ωB97M-V functional and the def2-TZVPD basis",
  "e_lumo_ev": -4.20,
  "spin_multiplicity": 1,
  "orbital_gap_ev": 6.8,
  "total_charge": 1,
  "species": ["N", "H", "H", "C", "H", "H", "H", "H", "H", "C", "H", "H", "C", "C", "H", "H", "C", "H", "C", "C", "C", "C", "H", "H", "C", "C", "C", "C", "H", "H"],
  "positions_angstrom": [[3.835922, 0.724166, -0.910627], [3.694973, 1.597203, -1.248497], [-1.573523, 3.380246, -0.618258], [3.106105, 0.137013, -0.057630], [-1.841963, -3.679206, -0.556774], [2.212534, -1.676816, 0.148948], [-3.638031, 1.881503, 0.619011], [0.237668, -1.004863, 2.067114], [-0.842860, -3.247608, 1.614134], [-0.172481, 2.418437, 0.366560], [-1.090509, 0.206275, -1.732330], [-1.821891, 3.517093, 1.229857], [-1.542614, -0.248735, -0.897723], [-2.681670, 1.754668, 0.246261], [-2.266968, -1.923037, -2.155732], [1.958858, 0.537625, 0.138539], [-1.586857, -2.628228, -0.291632], [3.326198, -1.154555, 1.581831], [0.072286, 1.119731, 0.345717], [-2.707404, 0.585953, -0.389671], [-0.528327, -0.063479, 0.260596], [-1.018277, -2.370785, 0.989454], [-3.574729, -0.054535, -0.102784], [4.002607, -1.854430, 0.015988], [-1.631633, 2.798747, 0.374674], [-0.429787, -1.190006, 1.169715], [3.172453, -1.222339, 0.523639], [-1.838666, -1.643501, -1.169614], [4.670291, 0.324493, -1.420288], [0.498302, 2.978956, -0.140478]],
  "forces_ev_per_a": [[2.94, -3.35, -0.54], [-1.38, 3.41, -0.96], [-0.84, -0.31, 1.42], [-3.98, -0.15, 0.73], [0.20, 0.96, 0.21], [0.61, 0.25, 1.11], [-1.52, 1.28, 1.27], [-1.02, -0.31, -0.93], [-0.16, 0.59, 0.32], [-1.61, -3.75, 0.04], [0.30, 0.60, -1.38], [-0.19, -0.65, -1.18], [0.72, 1.38, 1.24], [1.11, -0.43, -1.00], [0.33, 0.37, 0.73], [2.53, 0.34, -0.08], [-1.52, -0.86, -1.43], [-0.39, -0.22, 0.64], [-0.27, -0.21, 0.56], [-0.12, -1.96, 1.15], [-0.50, -1.01, -0.29], [1.03, -0.61, -0.35], [0.37, 0.66, -0.83], [-1.08, 1.00, 1.13], [0.32, 2.37, -0.37], [1.84, 1.25, 2.50], [1.69, -1.16, -3.40], [-0.62, -2.02, -0.95], [-0.92, -0.06, 1.38], [2.10, 2.59, -0.75]],
  "nbo_charge": [-0.613, 0.418, 0.256, 0.298, 0.232, 0.288, 0.225, 0.214, 0.234, -0.212, 0.239, 0.247, -0.355, -0.171, 0.229, 0.282, -0.242, 0.285, -0.075, -0.154, -0.002, -0.171, 0.220, 0.240, -0.478, -0.229, -0.708, -0.129, 0.429, 0.202]
}

***

# 4
{
  "formula": "C13H16N2",
  "method": "the ωB97M-V functional and the def2-TZVPD basis",
  "e_lumo_ev": [0.34, 0.34],
  "spin_multiplicity": 1,
  "orbital_gap_ev": [7.1, 7.1],
  "species": ["H", "C", "C", "H", "N", "H", "H", "C", "H", "H", "H", "C", "C", "C", "H", "C", "C", "H", "H", "C", "C", "H", "H", "H", "H", "C", "C", "H", "H", "N", "C"],
  "positions_angstrom": [[-4.779230, -0.442161, -0.111940], [-2.943441, -0.678397, 0.808737], [-0.843612, -0.679829, -0.360259], [-0.070508, 2.659551, 2.479818], [1.386062, -1.618989, 0.205170], [-3.334493, -0.233568, -2.445051], [-0.906528, 1.765239, 1.143180], [1.428303, 0.005057, -1.421494], [-3.571404, -0.904954, 1.617849], [-0.120408, -2.723212, 0.652853], [-1.054186, -1.122744, 1.692156], [1.315357, 1.476940, -1.586852], [0.969123, -2.724526, 0.961047], [0.012484, 1.769704, 1.750494], [1.169854, -2.576868, 1.971950], [0.603087, -0.646590, -0.318420], [-1.606753, -0.326308, -1.496295], [3.676789, -0.241255, -1.347775], [2.226846, 1.919255, -1.899775], [-2.954011, -0.169153, -1.452091], [2.768978, -0.530069, -0.883337], [-1.174415, -0.269474, -2.437773], [1.406566, 1.968917, -0.552701], [1.510133, -3.778352, 0.811824], [1.045625, -0.467679, -2.352806], [-1.594416, -0.835982, 0.829218], [0.947621, 0.946011, 1.457767], [1.946974, 0.788218, 1.695405], [0.487534, 1.777160, -2.225676], [2.648643, -1.445827, 0.015875], [-3.688808, -0.421392, -0.302573]],
  "forces_ev_per_a": [[0.72, 0.24, -1.01], [-0.83, -0.64, 0.48], [-1.76, 0.79, 0.58], [0.72, -1.54, -0.67], [-1.52, -1.71, 0.25], [-1.13, 0.79, -0.47], [0.07, -0.26, 0.14], [-0.06, -1.57, 1.29], [-0.11, -0.20, 1.71], [1.10, -1.12, 1.22], [0.15, 0.05, 0.97], [0.44, 1.38, 2.17], [-1.35, -2.61, -1.29], [-2.15, 2.67, 0.84], [-0.35, 0.54, 2.12], [-0.06, 2.59, 0.90], [1.40, -0.41, 2.19], [0.96, 0.06, 0.14], [1.00, 0.05, -1.52], [-1.32, -1.28, -0.69], [-0.65, 0.43, -0.90], [1.04, 0.24, -1.54], [-1.39, -0.72, -1.29], [-1.08, 2.40, -0.72], [0.82, -0.21, 0.04], [1.23, -0.02, -1.49], [-0.28, -2.09, -2.64], [1.47, -0.02, 0.99], [-0.02, 0.27, 0.37], [3.17, 1.21, -1.81], [-0.23, 0.68, -0.35]],
  "nbo_charge": [0.223, -0.222, -0.116, 0.195, -0.270, 0.212, 0.191, -0.341, 0.208, 0.223, 0.222, -0.627, -0.402, -0.494, 0.197, 0.302, -0.187, 0.196, 0.219, -0.217, 0.011, 0.200, 0.251, 0.215, 0.223, -0.162, -0.260, 0.177, 0.219, -0.190, -0.195]
}

***

# 5
{
  "formula": "C13H16N4O2S",
  "method": "the ωB97M-V functional and the def2-TZVPD basis",
  "e_lumo_ev": 0.77,
  "spin_multiplicity": 1,
  "smiles": "CCc1nc(SCC(=O)Nc2ccccc2OC)n[nH]1",
  "orbital_gap_ev": 9.0,
  "species": ["O", "C", "H", "H", "C", "C", "C", "H", "H", "C", "C", "C", "H", "H", "N", "C", "C", "S", "H", "O", "C", "H", "H", "H", "H", "H", "N", "C", "H", "H", "N", "H", "N", "C", "H", "C"],
  "positions_angstrom": [[-2.542237, -1.724651, 0.043806], [-3.135204, 0.556051, -0.570300], [2.690351, 2.915856, 1.368025], [2.060130, -2.898604, 1.105971], [-2.256791, -0.520258, -0.504940], [0.388950, -1.887950, 0.233848], [-2.780372, 1.717739, -1.236049], [2.133728, 1.142469, 3.023669], [4.002415, 2.153000, -0.908631], [2.991096, -0.707010, -0.692920], [-1.550214, 1.825232, -1.856246], [1.578490, -2.842215, 0.130459], [-3.704146, -2.877557, 1.184450], [0.672361, 0.736566, 2.130833], [3.796599, 0.149868, -1.282152], [-0.654765, 0.772534, -1.775079], [1.941496, 2.156527, 1.127137], [2.825964, -2.381354, -1.118971], [1.146873, 2.638205, 0.547382], [-0.131719, -1.656614, 1.296687], [2.554454, 1.107887, 0.278290], [0.319402, 0.845548, -2.238602], [-1.282706, 2.723791, -2.391008], [0.582244, -1.552455, -1.755503], [1.231546, -3.834156, -0.161930], [-3.481125, 2.538151, -1.276783], [3.512679, 1.310702, -0.652418], [-0.985800, -0.385053, -1.090692], [-3.788018, -1.149314, 1.597167], [-4.615987, -1.763584, 0.134124], [-0.041409, -1.421493, -0.968509], [-4.109889, 0.491053, -0.113447], [2.217313, -0.159283, 0.270356], [1.346559, 1.547526, 2.393091], [0.801162, 2.302016, 2.953544], [-3.733447, -1.869154, 0.775329]],
  "forces_ev_per_a": [[0.20, 0.20, -0.32], [-0.10, -0.22, 0.16], [-0.07, 0.04, -0.05], [-0.19, 0.03, -0.05], [0.09, -0.02, -0.11], [0.10, -0.45, 0.08], [0.07, 0.08, -0.06], [0.04, -0.07, 0.09], [-0.09, -0.10, 0.06], [0.16, 0.88, 0.15], [-0.07, 0.12, -0.07], [0.37, 0.21, 0.00], [-0.05, 0.08, -0.01], [-0.07, -0.07, 0.04], [0.36, -0.45, -0.51], [-0.05, -0.12, 0.11], [-0.14, 0.11, 0.18], [-0.01, -0.58, -0.20], [0.07, 0.05, 0.01], [-0.10, 0.00, 0.19], [0.36, 0.17, -0.34], [0.14, -0.01, 0.00], [0.02, 0.07, -0.05], [-0.06, -0.02, 0.18], [0.02, 0.00, 0.00], [-0.07, 0.06, 0.00], [-0.36, -0.21, 0.31], [-0.14, -0.01, 0.27], [0.01, 0.00, -0.03], [0.04, 0.01, 0.05], [-0.25, -0.05, -0.55], [-0.08, -0.05, 0.05], [0.07, 0.19, 0.34], [0.02, 0.10, -0.11], [-0.04, 0.05, 0.07], [-0.19, -0.02, 0.09]],
  "nbo_charge": [-0.480, -0.286, 0.213, 0.251, 0.290, 0.715, -0.202, 0.208, 0.416, 0.133, -0.246, -0.612, 0.203, 0.248, -0.306, -0.231, -0.448, 0.269, 0.231, -0.605, 0.389, 0.212, 0.213, 0.405, 0.249, 0.213, -0.355, 0.171, 0.180, 0.171, -0.657, 0.218, -0.528, -0.600, 0.208, -0.248]
}

***

# 6
{
  "formula": "C13H16OS",
  "method": "the ωB97M-V functional and the def2-TZVPD basis",
  "e_lumo_ev": [0.72, -2.52],
  "spin_multiplicity": 3,
  "orbital_gap_ev": [5.2, 6.2],
  "species": ["C", "C", "H", "H", "H", "H", "C", "C", "H", "C", "H", "C", "C", "O", "H", "C", "S", "H", "H", "H", "C", "C", "C", "H", "H", "C", "H", "H", "C", "H", "H"],
  "positions_angstrom": [[1.916989, 0.453449, -4.042029], [1.815099, 0.125631, 2.351483], [-0.727973, 1.274427, 3.412529], [-3.005980, -1.363962, 2.379519], [2.273350, -1.662981, -4.600648], [1.243531, 1.861560, 1.241296], [-1.574577, 0.629265, 3.065446], [-1.518543, -0.020986, 1.725020], [1.393994, -2.439919, -2.662647], [1.346131, -1.444737, -2.718175], [-1.669970, -0.086504, 3.942923], [1.015754, 0.801893, 1.528707], [1.288012, 1.290340, -3.149201], [-2.644754, -1.748175, 0.477735], [1.269584, 2.460028, -3.318507], [-1.491195, 0.877968, 0.591767], [0.238890, -1.213106, -0.213844], [-1.454696, -2.038633, 2.154087], [-2.037233, 0.601532, -0.252234], [2.701206, 0.616742, 2.895487], [-0.146312, 0.147749, 0.767657], [0.822853, -0.544187, -1.785245], [-2.173128, -1.369195, 1.749289], [2.417867, 0.973879, -4.999424], [-1.374140, 1.866025, 0.854265], [0.734605, 0.783584, -1.995382], [0.388535, 1.620399, -1.391807], [1.494860, -0.702703, 2.757921], [1.898224, -0.873490, -3.886568], [-1.970738, -2.116784, -0.001775], [-2.470245, 1.240894, 3.122355]],
  "forces_ev_per_a": [[3.06, -0.39, -5.72], [2.02, 5.69, -0.36], [-0.51, -0.44, -0.88], [-1.36, 0.15, 1.11], [-0.11, 1.52, 0.50], [-0.09, -1.01, 0.25], [0.75, 0.01, 2.59], [1.74, -0.07, 0.02], [-0.21, -3.62, 0.84], [1.04, 1.13, -2.58], [0.10, 0.38, -1.19], [0.17, 0.63, -1.55], [-1.42, 5.45, 1.50], [-2.96, 0.95, 1.77], [0.06, -2.70, 0.29], [1.44, -1.60, -0.13], [1.08, -0.78, -1.88], [0.62, -1.05, 0.38], [-0.81, -0.07, -1.37], [-1.43, -0.68, -1.17], [-1.35, 0.96, 3.00], [-2.68, 1.08, 5.39], [0.42, 0.68, -1.97], [-1.14, -1.52, 2.19], [-0.27, 2.33, 0.21], [0.32, 2.06, -0.44], [-0.40, -1.05, 0.77], [-1.26, -4.83, 1.60], [0.79, -1.95, -1.16], [2.62, -1.41, -1.93], [-0.22, 0.15, -0.08]],
  "mulliken_spin": [0.323, -0.001, 0.000, 0.000, 0.000, 0.001, 0.000, 0.011, 0.052, 0.642, 0.000, 0.008, 0.541, 0.004, 0.020, 0.005, 0.211, 0.002, -0.006, 0.000, 0.005, 0.398, 0.004, 0.010, 0.000, -0.133, -0.012, -0.001, -0.085, 0.000, 0.000]
}

***

How do the records compare in energy? In the order shown, they have -810.0240; -1151.6428; -559.2657; -614.2361; -1272.6844; -978.0972 a.u..